A molecular structure, C16H42N2NaO4S4. Source: the Open Molecules 2025 dataset; level of theory: the ωB97M-V functional and the def2-TZVPD basis.

ORCA input file:
```
! RIJCOSX wB97M-V def2-TZVPD def2/J DEFGRID3
* xyz 1 1
S -30.8288 17.6321 2.7968
S -36.0601 12.8275 3.0457
S -29.7389 14.6182 6.1548
S -32.4388 10.6927 5.4750
Na -31.8920 14.1178 3.7145
O -30.0843 13.5603 5.1516
O -32.5935 11.9964 4.8041
O -30.8626 16.1582 2.9835
O -34.6990 13.3625 3.2978
N -33.1218 15.5988 5.3010
N -31.1508 12.9881 1.5832
C -35.0178 14.1345 6.3006
C -29.4857 13.7212 7.6888
C -28.7092 13.1986 2.0280
C -37.0167 14.2131 2.4668
C -32.6221 10.9845 7.2369
C -36.0203 11.9671 1.4884
C -34.0102 9.8447 5.2506
C -33.9673 14.9701 5.7548
C -32.2441 12.0213 1.4055
C -29.5003 18.2134 3.8472
C -31.1157 14.0120 0.5333
C -32.4532 14.7262 0.3696
C -28.0154 14.9705 5.8496
C -29.8718 12.2821 1.6767
C -32.4108 11.3534 0.0192
C -29.9847 17.8694 1.2439
H -33.4227 10.9697 -0.1134
H -35.3631 11.1066 1.5967
H -33.1569 14.1511 -0.2317
H -34.0543 9.5593 4.2034
H -32.8901 14.9201 1.3493
H -29.0546 12.7606 7.4065
H -28.5727 17.7352 3.5342
H -35.0824 14.2477 7.3824
H -36.3928 14.7196 1.7314
H -33.5939 11.4421 7.4287
H -30.6719 17.6477 0.4310
H -32.0591 11.2018 2.1056
H -27.5107 14.0218 5.6635
H -31.8448 11.6851 7.5333
H -35.9895 14.4002 5.8904
H -30.3591 14.7377 0.8318
H -32.5275 10.0404 7.7690
H -27.5604 15.4422 6.7231
H -30.7517 13.5831 -0.4118
H -29.4245 19.2973 3.7831
H -31.7314 10.5068 -0.0919
H -28.8425 14.2649 8.3775
H -34.7745 13.1097 6.0235
H -34.7893 10.5671 5.4900
H -37.9668 13.8902 2.0465
H -37.1915 14.8618 3.3224
H -29.7628 17.9091 4.8591
H -33.1923 12.4477 1.7337
H -29.6457 11.7307 0.7489
H -30.4577 13.5808 8.1580
H -27.8255 12.6089 2.2740
H -34.0382 8.9778 5.9073
H -29.9715 11.5339 2.4672
H -29.6106 18.8869 1.1351
H -32.2034 12.0303 -0.8053
H -32.3047 15.6853 -0.1274
H -29.1493 17.1675 1.2414
H -37.0292 11.6075 1.2715
H -28.4455 13.8755 1.2150
H -35.6982 12.6199 0.6776
H -28.9590 13.7945 2.9079
H -27.9221 15.6298 4.9915
*
```

- LUMO energy: -0.065 Eh

Atom charges from the natural (NBO) analysis, given in e for atoms 1 to 5: number 1, S, carries 1.29; number 2, S, carries 1.27; number 3, S, carries 1.28; number 4, S, carries 1.29; number 5, Na, carries 0.86



5 unconnected molecules or ions with the total composition C16H42N9O5P2 at a distorted geometry. Source: the Open Molecules 2025 dataset; level of theory: the ωB97M-V functional and the def2-TZVPD basis.

ORCA input file:
```
! RIJCOSX wB97M-V def2-TZVPD def2/J DEFGRID3
* xyz -1 1
P 12.7921 5.1555 8.2555
P 3.2305 12.3883 6.6948
O 4.5479 12.0971 7.2748
O 12.0014 6.3480 8.6559
O 5.5261 5.1812 8.3366
O 6.6148 6.9566 7.8770
O 6.4278 6.3680 9.8601
N 12.7206 3.9399 9.4593
N 14.3932 5.6442 7.9932
N 2.3737 13.6755 7.4845
N 2.7936 6.6050 1.9882
N 2.0819 11.0371 6.7430
N 6.1658 6.1512 8.6965
N -0.8364 0.8433 7.3029
N 3.2422 12.9059 5.0261
N 12.3029 4.2592 6.8791
C 11.4499 3.4215 9.9226
C 0.9708 10.9582 5.7816
C 3.6716 11.9733 4.0172
C 13.1625 3.1446 6.2801
C 14.5528 6.4072 6.8132
C 0.1491 1.3696 7.4622
C 10.9026 4.2683 6.3403
C 15.0167 6.2872 9.1056
C 5.1251 5.6953 3.0041
C 1.0554 14.1995 6.9872
C 3.8038 6.1395 2.4242
C 2.0290 10.0809 7.8666
C 1.4397 2.1044 7.6148
C 3.1972 14.6497 8.1965
C 13.8376 3.0609 9.7941
C 3.7393 14.3153 4.7477
H 4.1649 14.8612 5.5897
H 14.1699 7.4052 7.0266
H 13.6976 2.5926 10.7684
H 1.2522 11.3055 4.7876
H 15.6070 6.4647 6.5424
H 5.9252 6.3803 2.7237
H 2.9553 10.1312 8.4388
H 3.2845 12.3648 3.0764
H 4.7595 11.9052 4.0086
H 1.4315 3.1682 7.8521
H 14.0626 5.8984 5.9832
H 1.7877 9.0776 7.5155
H 0.1548 11.5910 6.1307
H 14.4674 7.2238 9.2024
H 14.8308 3.5075 9.8425
H 3.8832 14.1869 8.9060
H 10.5361 5.2712 6.5594
H 11.3547 3.2565 10.9959
H 16.0585 6.4759 8.8466
H 5.2954 4.7019 2.5888
H 3.0238 14.9552 4.2314
H 4.9780 5.6006 4.0800
H 12.7906 2.8227 5.3074
H 1.2253 14.4948 5.9518
H 0.5009 9.9783 5.8666
H 2.1286 1.9677 6.7812
H 3.2532 10.9772 4.1615
H 0.8615 15.1547 7.4752
H 14.9924 5.7396 10.0477
H 11.2413 2.4949 9.3878
H 14.1065 3.6636 6.1137
H 10.3519 3.5680 6.9684
H 2.6689 15.1536 9.0058
H 10.6167 4.0299 9.5707
H 10.7030 3.8915 5.3371
H 1.1578 10.2667 8.4948
H 13.9064 2.3494 8.9712
H 3.7115 15.3118 7.4999
H 0.2243 13.4952 6.9507
H 13.4021 2.2984 6.9239
H 4.5355 14.2582 4.0054
H 1.9433 1.6956 8.4909
*
```

- ΔE to the lowest compared entry with this formula, charge and spin: 86.00 kcal/mol
- LUMO energy: 0.086 Eh

Atom charges from the Mulliken analysis, given in e for atoms 1 to 5: number 1, P, carries 0.51; number 2, P, carries 0.57; number 3, O, carries -0.78; number 4, O, carries -0.82; number 5, O, carries -0.69



3 unconnected molecules or ions with the total composition C16H43FN6O9P2S2 at a distorted geometry. Source: the Open Molecules 2025 dataset; level of theory: the ωB97M-V functional and the def2-TZVPD basis.

ORCA input file:
```
! RIJCOSX wB97M-V def2-TZVPD def2/J DEFGRID3
* xyz 0 1
S 2.1284 -0.6181 -3.4325
S 2.7429 3.1901 -3.6957
P -3.2628 -2.2841 -1.6167
P 1.3933 1.0899 3.7408
F 1.9593 3.6644 -4.9598
O 1.7270 -0.1928 -4.8998
O 5.4584 2.1601 -5.0804
O 2.9984 -1.7382 -3.4729
O 1.7949 3.0276 -2.6589
O 1.0251 -0.7003 -2.5521
O 2.9117 0.7190 -3.0361
O 3.8503 4.0362 -3.4520
O 2.5462 1.9410 3.3290
O -3.5748 -2.0919 -3.0620
N -4.6258 -3.1287 -1.0036
N -2.2441 -2.8291 -0.4066
N 0.7503 -0.4154 4.1150
N -3.1285 -0.6084 -1.1178
N 0.1714 1.4416 2.5962
N 1.1202 1.7285 5.3498
C 2.5547 0.8854 -5.3464
C -0.4309 2.7636 2.5135
C -5.9400 -2.5064 -0.9689
C 2.3503 2.0725 6.0549
C 0.5407 0.9512 1.2715
C 1.5770 -1.3180 4.9031
C 3.3350 1.4902 -4.1668
C 0.0875 2.7025 5.6416
C 4.8370 1.2878 -4.1833
C -2.4959 0.2473 -2.1175
C -0.6367 -0.8031 3.9610
C -4.2059 0.1017 -0.4596
C -0.8195 -2.5947 -0.6004
C 6.8578 1.9603 -5.0531
C -4.6985 -4.4760 -1.5597
C -2.6453 -3.2594 0.9153
H -0.8886 -1.0462 2.9256
H -0.9047 2.3216 5.3915
H -1.3237 -0.0287 4.3038
H 1.4357 1.4484 0.8787
H -5.0987 0.2076 -1.0935
H 7.3271 2.5618 -5.8240
H -0.9556 3.0179 3.4299
H 5.2308 1.3355 -3.1640
H -3.7766 -5.0236 -1.3431
H -0.5861 -2.4779 -1.6589
H 7.2695 2.2155 -4.0723
H 0.2941 3.5561 2.2884
H -3.0456 -4.2757 0.9201
H -6.6548 -3.2060 -0.5320
H 3.2278 0.5312 -6.1285
H -5.9487 -1.6369 -0.3182
H 2.7521 3.0490 5.7556
H -1.6605 -0.2639 -2.5940
H -0.4961 -1.6828 -0.0856
H 1.9071 1.5779 -5.8755
H -2.0936 1.1390 -1.6301
H 2.1605 2.0841 7.1309
H 0.2463 3.6606 5.1258
H -0.2745 1.0966 0.5616
H 0.0696 2.9006 6.7156
H -3.1910 0.5586 -2.9086
H 1.4646 -2.3517 4.5691
H 3.1255 1.3294 5.8698
H 7.1084 0.9088 -5.2370
H -4.4888 -0.3793 0.4793
H -1.7698 -3.2529 1.5665
H -0.8202 -1.6974 4.5585
H -1.1922 2.7590 1.7315
H 0.7396 -0.1240 1.3162
H -5.5192 -5.0289 -1.1016
H -3.3927 -2.5987 1.3574
H 4.9942 0.2540 -4.5268
H 2.6338 -1.0653 4.7959
H -4.8426 -4.4684 -2.6470
H -0.2243 -3.4355 -0.2371
H -3.8669 1.1051 -0.1910
H -6.3048 -2.2100 -1.9609
H 1.3244 -1.2613 5.9688
*
```

- LUMO energy: 0.014 Eh
- SMILES string: COC[C@@]1(S(=O)(=O)F)COS(=O)(=O)O1.CN(C)P(=O)(N(C)C)N(C)C.CN(C)P(=O)(N(C)C)N(C)C

Atom charges from the Mulliken analysis, given in e for atoms 1 to 5: number 1, S, carries 1.00; number 2, S, carries 1.22; number 3, P, carries 0.56; number 4, P, carries 0.60; number 5, F, carries -0.23



A molecular structure, C16H43FO16P2S2 at a distorted geometry. Source: the Open Molecules 2025 dataset; level of theory: the ωB97M-V functional and the def2-TZVPD basis.

ORCA input file:
```
! RIJCOSX wB97M-V def2-TZVPD def2/J DEFGRID3
* xyz 0 1
S -3.1321 -4.2569 -0.7474
S -0.8363 -5.2032 0.6178
P 1.8488 -5.9385 -0.0559
P 3.7913 -4.9033 -0.2487
F -3.5052 -5.8779 -1.1729
O -3.4510 -3.3578 -2.0048
O -1.5821 0.3312 -3.6716
O 6.8582 5.1071 2.8142
O 4.9526 5.4523 0.5916
O -7.7570 -7.4075 2.3862
O 4.9844 -5.9415 -0.3957
O 0.8313 -4.7869 0.7633
O -4.8510 -7.4403 1.8914
O 4.0840 -4.0274 1.2486
O -1.4935 -3.9733 -0.3716
O 3.7575 -3.8146 -1.6180
O 0.1294 7.6653 -0.4465
O 0.3235 -0.0140 -1.4490
O -4.1407 -3.8242 0.3445
O -1.3959 -5.0566 2.0537
O 0.5922 5.0713 -1.7683
C 1.6373 5.9339 -1.3098
C -1.1525 7.1404 -0.1091
C 5.5140 4.6204 2.8302
C -4.7742 -6.4657 2.9291
C 0.3866 1.4102 -1.4269
C 1.1918 6.7718 -0.1047
C -5.6097 -8.5890 2.2771
C -7.0597 -8.5021 1.7843
C -0.1320 5.6270 -2.8625
C -1.0207 -0.5006 -1.4329
C -0.4260 0.4805 -4.4911
C -1.5193 -0.8344 -2.8446
C 6.1087 5.6015 -0.2279
C 5.0154 4.2867 1.4186
C 6.9213 6.5312 2.8363
C -7.7715 -6.2489 1.5569
H -1.9033 7.6766 -0.6968
H 1.3725 1.7111 -1.7929
H -5.7182 -6.3459 3.4635
H -5.5667 -8.7345 3.3629
H -2.5392 -1.2267 -2.7683
H -1.2404 6.0746 -0.3264
H 0.2691 1.7644 -0.3987
H 0.9042 6.1334 0.7390
H -0.3661 1.5267 -4.8080
H -1.6855 0.2151 -0.9352
H -7.9814 -5.3801 2.1892
H 7.0319 5.3486 0.2993
H -6.8171 -6.0833 1.0510
H -0.8994 -1.6081 -3.3129
H 0.4972 0.2276 -3.9639
H -3.9895 -6.7479 3.6370
H -1.3485 7.3116 0.9534
H -7.1048 -8.4352 0.6908
H 1.9987 6.5713 -2.1256
H 7.9072 6.8321 2.4703
H -0.5219 -0.1520 -5.3763
H -7.5829 -9.4167 2.0834
H 4.8492 5.3361 3.3280
H -8.5643 -6.3433 0.8117
H -0.3727 1.8741 -2.0588
H -1.0998 5.1187 -2.9236
H 2.0370 7.3898 0.2202
H 3.9955 3.8944 1.4949
H 2.9808 -3.1925 -1.4941
H -1.0200 -1.4215 -0.8380
H 2.4674 5.2912 -0.9974
H 6.0128 4.9691 -1.1131
H 3.8473 -3.0567 1.1582
H 6.1620 6.9951 2.2044
H 5.5147 3.6995 3.4252
H 2.0887 -7.1157 0.7478
H -5.1347 -9.4582 1.8071
H 5.6354 3.5130 0.9503
H 6.1687 6.6478 -0.5448
H -0.3132 6.6982 -2.7448
H 0.4177 5.4529 -3.7901
H 6.8038 6.8855 3.8645
H -4.5101 -5.5067 2.4740
*
```

- LUMO energy: -0.098 Eh

Atom charges from the Mulliken analysis, given in e for atoms 1 to 5: number 1, S, carries 1.12; number 2, S, carries 0.69; number 3, P, carries 0.09; number 4, P, carries 0.81; number 5, F, carries -0.22



A molecular structure, C16H43Fe2O15 at a distorted geometry. Source: the Open Molecules 2025 dataset; level of theory: the ωB97M-V functional and the def2-TZVPD basis.

ORCA input file:
```
! RIJCOSX wB97M-V def2-TZVPD def2/J DEFGRID3
* xyz 2 10
Fe 9.0415 -1.4981 -15.4533
Fe 14.0387 -0.6919 -8.6337
O 10.7989 -1.1275 -16.8790
O 14.1764 -0.3875 -15.5965
O 8.5784 2.3559 -14.0116
O 11.7537 2.0033 -14.4671
O 12.3497 -0.5986 -10.0693
O 12.5968 -3.4162 -16.4212
O 13.6786 -4.7859 -13.0577
O 10.2875 -0.1946 -14.1256
O 11.6568 -6.2509 -9.3224
O 7.3497 -1.5399 -14.1871
O 12.8593 3.1745 -12.0610
O 11.9140 -3.5068 -10.2338
O 13.5983 -2.5972 -7.8455
O 10.4325 -2.8348 -14.5870
O 8.5997 0.4996 -16.2518
C 14.3780 -1.0323 -14.3886
C 11.1992 -3.2436 -12.3459
C 10.7693 -2.4627 -13.4905
C 15.1098 -6.5939 -12.7528
C 14.5180 -5.3184 -12.1358
C 12.0961 -6.7160 -8.0548
C 6.9838 -0.9091 -12.9496
C 13.3426 -7.4227 -8.3034
C 10.7830 -0.8887 -13.2724
C 15.8720 -0.9227 -13.9078
C 7.5516 -1.5495 -11.6738
C 11.3710 -0.4284 -12.0185
C 11.7989 -1.2006 -11.0337
C 9.0327 3.2617 -13.0874
C 8.5306 2.8199 -11.6740
C 11.5520 -2.6322 -11.1229
H 14.1228 -6.7373 -8.6347
H 11.3666 -7.4554 -7.7245
H 13.1600 -8.2709 -8.9630
H 14.3622 -7.3796 -12.6436
H 16.0581 -1.3667 -12.9298
H 11.0455 2.3791 -14.9901
H 13.9854 -2.0462 -14.3109
H 11.1304 -4.3147 -12.4657
H 16.5611 -1.2843 -14.6710
H 12.2631 2.8203 -12.7208
H 7.0817 0.1763 -12.9295
H 8.6370 -1.5850 -11.5803
H 10.0535 3.6130 -13.2378
H 7.4900 2.4961 -11.6548
H 11.6862 -1.4690 -16.9906
H 13.6228 2.5981 -12.0933
H 13.4630 -2.9009 -6.9479
H 8.7461 1.4732 -13.6734
H 8.6698 1.1076 -16.9877
H 14.0658 -5.5818 -11.1796
H 13.7663 -7.8268 -7.3840
H 7.0622 -2.5045 -11.4827
H 16.0463 -6.9242 -12.3034
H 15.2572 -4.5458 -11.9240
H 13.0455 -3.1689 -8.3782
H 11.8097 -5.3180 -9.4896
H 16.1511 0.1163 -13.7329
H 9.1841 2.0463 -11.2709
H 8.4775 4.1109 -13.4857
H 12.2480 -5.7658 -7.5427
H 8.7274 3.6827 -11.0377
H 14.3715 0.5321 -15.4021
H 8.6140 1.0596 -15.4756
H 13.7783 -0.5499 -13.6166
H 15.3219 -6.5119 -13.8189
H 11.9900 -3.2160 -15.7085
H 7.1761 -0.8464 -10.9303
H 11.5135 0.6420 -12.0330
H 12.5758 -4.3705 -16.4933
H 13.1343 -4.1397 -12.6019
H 10.5213 -0.8873 -17.7630
H 5.8979 -0.9511 -12.8650
H 11.4720 1.1055 -14.2915
*
```

- ⟨S²⟩: 24.7981
- LUMO energy (alpha / beta): -0.359 / -0.378 Eh

Atom charges from the Mulliken analysis, given in e for atoms 1 to 5: number 1, Fe, carries 0.79; number 2, Fe, carries 1.29; number 3, O, carries -0.46; number 4, O, carries -0.53; number 5, O, carries -0.59



A molecular structure, C16H44AgF6O18PV at a distorted geometry. Source: the Open Molecules 2025 dataset; level of theory: the ωB97M-V functional and the def2-TZVPD basis.

ORCA input file:
```
! RIJCOSX wB97M-V def2-TZVPD def2/J DEFGRID3
* xyz -2 2
Ag 15.5606 9.8640 -18.6610
V 15.1369 13.1573 -17.3488
P 13.2180 11.6583 -18.5317
F 13.2509 5.3447 -19.3821
F 18.9440 14.1722 -17.4479
F 20.2942 12.4968 -17.6978
F 13.6436 4.9115 -17.3025
F 15.2810 5.3702 -18.6491
F 19.0143 13.1551 -19.3304
O 14.6120 7.6748 -16.9129
O 13.9622 8.0267 -19.0271
O 11.8917 11.0110 -18.4456
O 16.9609 11.7444 -18.3470
O 14.5862 13.4091 -15.8710
O 14.9849 9.4917 -10.2877
O 13.4431 13.2111 -18.4794
O 17.4457 12.4577 -16.3097
O 17.2897 8.4320 -17.9809
O 20.8572 10.0287 -21.9320
O 14.2919 11.2613 -17.4544
O 18.4403 9.4297 -13.0697
O 18.0449 14.7810 -11.1820
O 18.6809 8.2351 -15.5803
O 13.0876 15.9246 -13.6405
O 21.9520 16.7402 -20.6198
O 13.9274 10.8168 -19.7094
O 15.7907 14.5533 -17.8445
C 15.2552 7.9787 -14.7068
C 17.5098 11.6908 -15.1137
C 14.4078 16.0359 -13.1878
C 18.5854 8.3374 -12.1858
C 20.0393 8.4768 -15.8822
C 17.9675 11.9356 -17.5266
C 14.4933 7.0663 -15.6620
C 13.7901 7.2268 -18.0185
C 17.5780 7.3511 -18.8611
C 21.1348 15.7548 -19.9343
C 19.0561 15.4665 -11.9205
C 17.3158 12.6335 -13.9481
C 14.0060 5.7278 -18.3425
C 15.3522 9.9274 -11.5939
C 19.0449 12.9528 -18.0032
C 20.5598 10.3912 -20.5845
H 20.1189 10.3104 -22.4775
H 20.3499 7.8060 -16.6854
H 12.9793 15.3616 -14.4159
H 14.0957 9.1294 -10.3303
H 19.3386 14.8940 -12.7985
H 15.1191 7.6700 -13.6627
H 15.0277 6.1068 -15.6778
H 17.8140 8.2917 -17.1775
H 19.9689 15.6117 -11.3277
H 14.6303 10.4997 -12.1823
H 12.7186 7.2621 -17.6944
H 18.5091 11.2500 -15.0158
H 18.5117 8.6229 -14.6994
H 15.6316 9.0787 -12.2193
H 18.6536 16.4462 -12.1842
H 19.7085 9.8199 -20.2145
H 20.3127 11.4565 -20.5036
H 19.1881 8.5930 -11.3080
H 18.1292 6.5717 -18.3207
H 16.6920 10.9655 -15.1605
H 20.8802 16.1720 -18.9620
H 15.0184 16.6254 -13.8778
H 20.1818 9.4877 -16.2866
H 20.2532 15.4735 -20.5086
H 14.8020 8.9680 -14.8050
H 13.4680 6.9224 -15.3119
H 21.7561 14.8694 -19.8330
H 16.3254 7.9533 -14.8882
H 19.2074 10.0061 -13.1257
H 14.8819 15.0840 -12.9434
H 14.3568 16.6185 -12.2615
H 19.0607 7.4654 -12.6427
H 17.9757 13.5028 -13.9999
H 16.6600 6.9384 -19.2649
H 20.6880 8.3275 -15.0146
H 17.5638 15.4486 -10.6897
H 21.4332 17.5481 -20.6471
H 21.4656 10.3307 -19.9838
H 16.3045 13.0205 -13.8344
H 17.5907 8.0985 -11.8212
H 17.5885 12.1264 -13.0138
H 18.2440 7.6899 -19.6648
H 16.2366 10.5509 -11.4693
H 18.4797 10.9685 -17.3433
*
```

- ⟨S²⟩: 0.7572
- LUMO energy (alpha / beta): 0.127 / 0.127 Eh

Atom charges from the Mulliken analysis, given in e for atoms 1 to 5: number 1, Ag, carries 1.36; number 2, V, carries 1.27; number 3, P, carries 1.02; number 4, F, carries -0.30; number 5, F, carries -0.28



Computed E (eV) in order:
-76195.3123; -59496.6542; -87619.5188; -93005.2820; -116753.4100; -109442.0641